No. 1
This record from the OMol25 dataset describes a structure of composition C18H31ClNO2P2Pt. The level of theory is ωB97M-V/def2-TZVPD.

Its expectation value of S² is 6.04. The value obtained for the HOMO-LUMO gap (spin up / spin down) is 5.03 / 4.57 eV. For the HOMO energy (spin up / spin down), the calculation gives -7.2 / -11.4 eV.

ORCA input file:
```
! wB97M-V def2-TZVPD RIJCOSX def2/J DEFGRID3
* xyz 1 5
C -1.82143 -0.86100 -3.58895
C -0.93511 -0.82412 -2.50733
N -1.40034 -0.32555 -1.34042
C -2.67519 0.07933 -1.18992
C -3.58820 0.03587 -2.24000
C -3.12616 -0.42791 -3.44968
C 0.54440 -1.07554 -2.71522
P 1.46168 -1.20457 -1.11287
Pt -0.07939 -0.59133 0.49839
P -1.76388 0.75815 1.33300
C -3.16984 0.42184 0.21791
C 1.47332 -0.12878 2.01334
C 1.96823 -1.22736 2.68168
C 2.85945 -1.03164 3.73928
C 3.28363 0.26264 4.06882
C 2.82144 1.35951 3.32642
C 1.91805 1.16332 2.27983
O 1.38120 2.26282 -3.95186
O -0.61850 3.27710 -1.48372
H -1.45297 -1.09649 -4.58834
H -4.63997 0.25833 -2.03869
H -3.83426 -0.50616 -4.27407
C 1.91478 -2.95283 -0.98047
C 3.00089 -0.24941 -1.34584
H -3.81377 1.31223 0.22569
H -3.74707 -0.40238 0.67325
H 1.06832 -0.26311 -3.23566
H 0.72746 -1.98195 -3.35753
C -2.19384 0.32626 3.02653
C -1.64201 2.58015 1.35031
H 1.61583 -2.21679 2.37339
H 3.19191 -1.91315 4.30485
H 3.95570 0.40680 4.92418
H 3.15649 2.36449 3.58176
H 1.56916 2.00644 1.69139
H -0.22134 2.40169 -1.35323
H 0.08564 3.96303 -1.55029
H 0.62688 2.33972 -3.42399
H 0.98089 1.82861 -4.72773
H 0.62254 0.76707 0.18180
H 2.48319 -3.11311 -1.91949
H 2.50580 -3.15593 -0.06166
H 0.96064 -3.50451 -1.00487
H 3.64311 -0.82207 -2.03135
H 2.76253 0.71124 -1.81907
H 3.51082 -0.05298 -0.38978
H -2.59634 3.00611 1.67627
H -0.83506 2.86812 2.02613
H -1.43690 2.96362 0.34528
H -3.02395 0.96318 3.35476
H -2.47160 -0.72986 3.08266
H -1.32033 0.50570 3.66495
Cl -2.12765 -2.86731 0.34741
C -0.68862 -2.37673 1.25605
H -0.96574 -2.16246 2.29191
H 0.09549 -3.12835 1.14478
*
```

=====

No. 2
This record from the OMol25 dataset describes a cluster of 2 separate species, C18H31ClNO3 in total. The level of theory is ωB97M-V/def2-TZVPD.

The value obtained for the HOMO-LUMO gap is 7.15 eV. For the HOMO energy, the calculation gives -11.1 eV.

ORCA input file:
```
! wB97M-V def2-TZVPD RIJCOSX def2/J DEFGRID3
* xyz 1 1
C -2.49321 1.44597 1.62399
C -2.44183 0.02004 0.79830
N -1.81873 0.11151 -0.57802
Cl -1.95088 -1.50264 -1.27039
C -0.33434 0.35373 -0.39750
C 0.52726 0.45071 -1.78889
C 2.00109 1.12380 -1.37409
C 2.98448 0.01769 -0.66757
O 2.76800 -0.36375 0.59638
O 4.10177 -0.51400 -1.48128
C -2.49013 1.08495 -1.52140
C -4.12473 0.97755 -1.58651
C -4.75958 0.06953 -2.82860
C -6.36647 -0.12527 -3.09293
C -7.43265 0.60426 -2.08056
C -6.82978 1.51243 -0.83983
C -7.81647 2.33772 0.21971
C -5.19303 1.70558 -0.57835
H -3.37917 1.49956 2.41941
H -2.44258 2.40100 0.93824
H -1.49577 1.47493 2.27923
H -1.74037 -0.69911 1.44193
H -3.50834 -0.46330 0.82573
H -0.06240 1.28358 0.26259
H 0.08800 -0.59643 0.18803
H 0.65357 -0.60641 -2.30470
H 0.08075 1.16855 -2.60212
H 1.75634 2.06238 -0.71108
H 2.42698 1.55499 -2.40259
H 4.89255 0.06767 -1.20739
H -2.09630 0.90532 -2.63020
H -2.14889 2.17061 -1.21512
H -4.01160 -0.45245 -3.58607
H -6.75871 -0.76325 -4.00759
H -8.59551 0.51001 -2.26206
H -7.16704 3.23875 0.61514
H -8.23847 1.64780 1.06757
H -8.66327 2.81899 -0.46439
H -4.78988 2.36554 0.32582
C 5.61317 -2.21048 3.64829
C 5.64493 -1.18240 2.53139
O 6.95944 -0.90944 2.04690
C 7.67301 -2.01299 1.49572
C 6.98206 -2.64715 0.30140
H 6.23916 -1.88580 4.48627
H 4.58836 -2.34972 4.00906
H 5.98649 -3.18243 3.31923
H 5.25030 -0.23482 2.91291
H 4.99074 -1.47608 1.70266
H 7.87975 -2.75528 2.27359
H 8.64646 -1.62684 1.17418
H 6.00700 -3.06308 0.56720
H 7.59227 -3.45954 -0.10642
H 6.81621 -1.90248 -0.48520
*
```

=====

No. 3
This record from the OMol25 dataset describes a structure of composition C18H31CoN2OSSi2. The level of theory is ωB97M-V/def2-TZVPD.

Its expectation value of S² is 3.76. The value obtained for the HOMO-LUMO gap (spin up / spin down) is 7.04 / 7.62 eV. For the HOMO energy (spin up / spin down), the calculation gives -10.6 / -11.4 eV.

ORCA input file:
```
! wB97M-V def2-TZVPD RIJCOSX def2/J DEFGRID3
* xyz 1 4
Co -0.64834 -0.51220 -0.22779
C 1.13635 1.92681 3.67163
Si -0.00371 0.86920 2.62143
C -1.76352 1.43140 2.93546
C 0.25314 -0.89980 3.20113
C 0.36809 0.95044 0.78883
C 1.61551 0.20932 0.43175
C 2.93959 0.53062 0.73074
C 3.95603 -0.29854 0.29902
C 3.66049 -1.44409 -0.43524
C 2.33759 -1.71264 -0.71043
N 1.35389 -0.91323 -0.28882
Si 0.16897 2.54784 -0.14130
C 0.93412 4.07347 0.62729
C 0.99618 2.35852 -1.82704
C -1.68145 2.88680 -0.36108
H 0.89483 1.79117 4.72913
H 1.05400 2.99165 3.45096
H 2.18375 1.63906 3.54755
H -2.05472 1.20352 3.96320
H -2.49082 0.95634 2.27245
H -1.85913 2.51263 2.80560
H -0.03616 -1.00167 4.24973
H 1.31049 -1.17217 3.13126
H -0.32670 -1.63005 2.63262
H 3.15065 1.42591 1.30004
H 4.98581 -0.05726 0.53007
H 4.43801 -2.10712 -0.78501
H 2.03840 -2.58346 -1.28154
H 2.00525 3.94192 0.80067
H 0.47101 4.34254 1.57772
H 0.81835 4.92724 -0.04589
H 2.07034 2.53734 -1.73094
H 0.61770 3.09504 -2.54046
H 0.88341 1.36586 -2.27178
H -2.04381 3.56009 0.41964
H -2.30834 1.99163 -0.27199
H -1.89776 3.38037 -1.31319
C -1.30208 -0.08617 -3.40619
O -1.59351 0.11094 -2.01187
H -0.75747 0.76533 -3.81098
H -2.22655 -0.23848 -3.96226
H -0.67412 -0.97147 -3.47581
H -1.95560 0.99560 -1.86026
S -2.43192 -1.76601 0.68343
C -2.00807 -2.93175 -0.50378
N -2.74345 -3.00008 -1.64353
C -2.52170 -3.86611 -2.65968
C -1.47923 -4.74216 -2.58276
C -0.67793 -4.71863 -1.42768
C -0.93260 -3.83641 -0.40767
H -3.52351 -2.35552 -1.69462
H -3.20823 -3.80967 -3.49144
H -1.30129 -5.43521 -3.39049
H 0.14656 -5.41396 -1.33332
H -0.33677 -3.81474 0.49345
*
```

=====

No. 4
This record from the OMol25 dataset describes the ion C18H31N2O2 with charge +1. The level of theory is ωB97M-V/def2-TZVPD.

The value obtained for the HOMO-LUMO gap is 9.15 eV. For the HOMO energy, the calculation gives -11.3 eV.

ORCA input file:
```
! wB97M-V def2-TZVPD RIJCOSX def2/J DEFGRID3
* xyz 1 1
C 3.05013 1.90282 -1.94233
C 2.34968 0.88232 -1.09642
C 1.64610 1.32291 0.02244
C 0.99345 0.42716 0.84846
C 1.03081 -0.93023 0.55977
C 1.72223 -1.36447 -0.55094
C 2.38520 -0.48157 -1.39725
C 3.13122 -1.02573 -2.59277
H 3.54536 -0.19584 -3.16745
C 2.19332 -1.80539 -3.51817
H 1.80217 -2.69353 -3.02897
H 2.73205 -2.12034 -4.40801
H 1.35574 -1.18268 -3.82684
C 4.29754 -1.90499 -2.13393
H 3.94149 -2.77845 -1.59405
H 4.86819 -2.24410 -2.99459
H 4.96129 -1.34512 -1.47898
H 1.75312 -2.42245 -0.75769
H 0.52969 -1.62198 1.21601
O 0.25211 0.76571 1.98349
C 0.15891 2.11305 2.38984
C -0.94007 2.87863 1.61709
O -1.10456 4.17940 2.10896
H -0.30090 4.69847 1.99165
H -0.69286 2.89508 0.54356
C -2.31199 2.21285 1.83280
N -2.34763 0.79665 1.42534
C -2.39317 0.61225 -0.04341
C -2.59383 -0.88084 -0.36114
N -2.18742 -1.64804 0.80047
C -3.14831 -1.46890 1.87654
C -3.44570 0.02922 2.04494
H -3.52218 0.28426 3.10195
H -4.38026 0.31231 1.55571
H -4.08941 -2.01120 1.68908
H -2.70296 -1.87680 2.78716
C -1.95314 -3.04823 0.51017
H -1.17591 -3.12551 -0.24640
H -1.60946 -3.54246 1.41653
H -2.85360 -3.56227 0.15117
H -3.64056 -1.08206 -0.64108
H -1.96350 -1.16117 -1.20497
H -1.44974 0.96133 -0.46346
H -3.20824 1.21298 -0.45189
H -1.43566 0.37431 1.73755
H -2.53307 2.28992 2.89998
H -3.07231 2.78258 1.29322
H 1.12116 2.62633 2.29338
H -0.10315 2.08779 3.45230
H 1.64083 2.38224 0.23149
H 2.91132 2.90204 -1.53731
H 4.11868 1.69958 -1.98108
H 2.66779 1.89215 -2.96192
*
```

=====

Number 1: strongest force on any atom 3.1 eV/Å, E -59088.18590 eV. Number 2: strongest force on any atom 8.6 eV/Å, E -39303.85126 eV. Number 3: strongest force on any atom 0.3 eV/Å, E -88410.95427 eV. Number 4: strongest force on any atom 1.1 eV/Å, E -26238.15885 eV.